C17H13NNaO2SSbSe4 as an isolated structure. Source: the Open Molecules 2025 dataset; level of theory: wB97M-V/def2-TZVPD.

## Properties
LUMO energy (alpha / beta): 2.774 / 2.808 eV
Highest occupied orbital energy (alpha / beta): -2.3 / -2.3 eV
Calculated total energy: -306601.7048 eV
Charge: -2

XYZ file:
```
40
C17H13NNaO2SSbSe4, DFT wB97M-V/def2-TZVPD
Na 0.2599 -0.2410 0.3356
S 4.4549 2.1757 -0.4032
C 4.9977 0.5586 -0.5251
C 3.9545 -0.3211 -0.5026
C 2.6379 0.2443 -0.4510
C 2.7662 1.6116 -0.4047
C 1.7147 2.6187 -0.3125
C 1.9944 3.9917 -0.1514
C 0.9618 4.8988 -0.0639
C -0.3518 4.4473 -0.1257
C -0.5451 3.0844 -0.2748
N 0.4401 2.2033 -0.3757
H 6.0536 0.3356 -0.5796
H 4.1327 -1.3908 -0.5485
H 3.0194 4.3311 -0.0846
H 1.1783 5.9540 0.0618
H -1.1962 5.1191 -0.0471
H -1.5461 2.6649 -0.3092
C -4.2751 -0.1841 0.6888
C -2.8262 -0.0792 1.1631
O -1.9733 -0.0618 0.2775
C -2.5585 -0.0043 2.5884
C -3.6501 -0.0294 3.4849
C -3.5143 0.0467 4.8468
C -2.2135 0.1518 5.3818
C -1.1251 0.1757 4.5639
C -1.2121 0.0970 3.1217
O -0.1551 0.1217 2.4458
H -4.2572 -0.2097 -0.3978
H -4.8750 0.6628 1.0265
H -4.7410 -1.0982 1.0600
H -4.6505 -0.1196 3.0813
H -4.3822 0.0148 5.4935
H -2.0748 0.2077 6.4576
H -0.1214 0.2482 4.9659
Se 0.5003 -5.3772 -2.2610
Sb -0.5089 -5.6184 0.0639
Se -2.0765 -7.3811 -0.4569
Se 1.1398 -7.0614 1.3798
Se -0.6360 -3.4535 1.1096
```



C5H13N3 in the gas phase in a non-equilibrium geometry. Source: the Open Molecules 2025 dataset; level of theory: wB97M-V/def2-TZVPD.

## Properties
Energy relative to the best compared isomer or geometry (same formula, charge and spin): 1.010 eV
Structure (SMILES): C/C=C(/C)NC(N)N
LUMO energy: 0.966 eV
Highest occupied orbital energy: -8.2 eV
Calculated total energy: -9865.3563 eV

XYZ file:
```
21
C5H13N3, DFT wB97M-V/def2-TZVPD
C -1.4749 0.0840 0.0808
C 0.8822 1.9925 0.9910
C 1.7495 -1.4106 -0.6764
N -0.3572 -0.1329 0.9317
C 0.8530 0.5389 0.6187
N -2.6430 -0.5168 0.6387
N -1.1457 -0.5278 -1.3180
C 1.8666 -0.0971 0.0130
H -0.2004 -1.1294 1.0413
H -1.6475 1.1646 -0.0242
H -2.5172 -1.5195 0.7421
H -3.4565 -0.3482 0.0612
H -0.4454 0.0454 -1.7742
H -1.9494 -0.4581 -1.9301
H 2.7840 0.4523 -0.1583
H 0.1950 2.5780 0.3820
H 0.5822 2.1153 2.0296
H 1.8827 2.3942 0.8613
H 0.6250 -1.4995 -1.0424
H 2.4796 -1.4931 -1.4847
H 1.9375 -2.2320 0.0168
```



C4H5NO2 in the gas phase in a non-equilibrium geometry. Source: the Open Molecules 2025 dataset; level of theory: wB97M-V/def2-TZVPD.

## Properties
Energy relative to the best compared isomer or geometry (same formula, charge and spin): 2.410 eV
Structure (SMILES): [H]/N=C1\C=C(O)CO1
LUMO energy: 0.452 eV
Highest occupied orbital energy: -9.3 eV
Calculated total energy: -9811.9052 eV

XYZ file:
```
12
C4H5NO2, DFT wB97M-V/def2-TZVPD
N 1.0878 -1.6518 1.0521
C 1.0894 -0.5485 0.4360
C 0.3684 0.7240 0.7169
C -0.4774 0.7720 -0.3227
O -1.5519 1.5283 -0.5844
C -0.1496 -0.4195 -1.2084
O 1.2389 -0.6166 -0.9395
H -0.5681 -1.3123 -0.6819
H 0.6963 -1.5274 1.9815
H 0.3545 1.2673 1.6529
H -1.7223 2.1090 0.1712
H -0.3660 -0.3245 -2.2736
```



C21H23ClN2O3 in the gas phase. Source: the Open Molecules 2025 dataset; level of theory: wB97M-V/def2-TZVPD.

## Properties
Energy relative to the best compared isomer or geometry (same formula, charge and spin): 1.400 eV
Structure (SMILES): COc1ccc(C(=O)CCC(=O)N2CCN(c3cccc(Cl)c3)CC2)cc1
LUMO energy: 0.482 eV
Highest occupied orbital energy: -7.8 eV
Calculated total energy: -43795.8533 eV

XYZ file:
```
50
C21H23ClN2O3, DFT wB97M-V/def2-TZVPD
C -6.3651 -0.1501 0.9001
H -7.3887 -0.3642 0.5973
O -5.7074 0.2889 -0.2654
C -4.3924 0.5951 -0.1991
C -3.7876 0.9601 -1.4066
C -2.4530 1.2769 -1.4428
C -1.6731 1.2644 -0.2800
C -2.2841 0.9064 0.9201
C -3.6224 0.5707 0.9631
H -4.0578 0.2833 1.9072
H -1.7145 0.8643 1.8351
C -0.2525 1.6368 -0.3995
O 0.2811 1.7615 -1.4856
C 0.4898 1.9102 0.8931
C 1.9337 2.3840 0.6723
H 2.1826 3.1297 1.4293
C 2.8974 1.2332 0.8994
O 3.1137 0.8519 2.0383
N 3.5275 0.6641 -0.1561
C 3.2502 0.8250 -1.5621
H 4.2124 0.8971 -2.0818
H 2.6819 1.7299 -1.7542
C 2.4420 -0.3986 -2.0832
N 2.4621 -1.4675 -1.1101
C 1.3672 -1.6617 -0.2838
C 1.4795 -1.8756 1.0933
C 0.3583 -2.1241 1.8611
C -0.9022 -2.1870 1.2933
C -1.0098 -1.9984 -0.0746
C 0.0920 -1.7321 -0.8595
H -0.0331 -1.6090 -1.9232
Cl -2.5627 -2.1312 -0.8293
H -1.7771 -2.3886 1.8892
H 0.4698 -2.2654 2.9258
H 2.4366 -1.8161 1.5834
C 3.8014 -1.7148 -0.6325
H 3.7992 -2.5905 0.0162
C 4.3867 -0.4779 0.0918
H 5.3939 -0.2546 -0.2767
H 4.4322 -0.6201 1.1722
H 4.4082 -1.9501 -1.5138
H 1.4159 -0.0883 -2.2658
H 2.8755 -0.7586 -3.0229
H 2.0257 2.8419 -0.3098
H 0.4934 1.0007 1.4989
H -0.0768 2.6671 1.4397
H -1.9782 1.5483 -2.3738
H -4.3927 0.9701 -2.2992
H -5.9071 -1.0611 1.2971
H -6.3717 0.6241 1.6739
```



An isolated ion of composition H2N3O3S and charge -1 in a non-equilibrium geometry. Source: the Open Molecules 2025 dataset; level of theory: wB97M-V/def2-TZVPD.

## Properties
2S+1: 3
LUMO energy (alpha / beta): 4.176 / 1.890 eV
<S²>: 2.008
Highest occupied orbital energy (alpha / beta): -2.3 / -5.2 eV
Calculated total energy: -21477.2639 eV
Charge: -1

XYZ file:
```
9
H2N3O3S, DFT wB97M-V/def2-TZVPD
N 0.0137 -0.1566 0.8834
N 0.1182 -0.3332 -0.3477
N 0.0118 -1.4382 1.4585
O 1.1022 1.9083 -0.8635
O -0.2043 0.6241 -2.5571
O -1.3457 1.7949 -0.7492
S -0.1437 1.1709 -1.2276
H 0.2542 -2.2755 0.9919
H 0.1936 -1.2947 2.4114
```



A 2-piece molecular cluster, C3H4N6 overall in a non-equilibrium geometry. Source: the Open Molecules 2025 dataset; level of theory: wB97M-V/def2-TZVPD.

## Properties
Energy relative to the best compared isomer or geometry (same formula, charge and spin): 7.510 eV
LUMO energy (alpha / beta): -0.580 / -0.678 eV
Highest occupied orbital energy (alpha / beta): -8.7 / -8.9 eV
Calculated total energy: -12107.2757 eV

XYZ file:
```
13
C3H4N6, DFT wB97M-V/def2-TZVPD
C 1.1429 -1.1011 0.1457
C 2.3235 -0.4478 -0.1185
C 0.1194 -0.2456 0.0900
N 2.4014 0.8508 -0.1604
N 0.1614 1.0111 0.0107
N 1.3949 1.5415 0.0265
N -2.7259 0.1000 0.6909
N -2.6171 0.4071 -0.7264
N -2.0805 -0.6817 -0.1900
H 0.8663 -2.2030 0.3212
H 3.0795 -1.0013 -0.5019
H -2.1342 0.6453 1.3002
H -1.9315 1.1247 -0.8880
```



C26H46Ge2InN6O2SSe as an isolated structure in a non-equilibrium geometry. Source: the Open Molecules 2025 dataset; level of theory: wB97M-V/def2-TZVPD.

## Properties
LUMO energy: -8.682 eV
Highest occupied orbital energy: -15.8 eV
Calculated total energy: -235107.2589 eV
Charge: +3

XYZ file:
```
85
C26H46Ge2InN6O2SSe, DFT wB97M-V/def2-TZVPD
In -0.9905 0.5636 1.0199
O 2.3726 -0.5337 3.7248
C 1.4574 -0.0004 3.1677
N 1.1635 -0.1330 1.7643
C 1.7031 -1.0293 1.0260
O 2.5707 -1.9363 1.5084
C 1.4010 -1.0094 -0.4320
C 2.4151 -1.0280 -1.3742
C 2.0567 -0.9334 -2.7152
C 0.7149 -0.8429 -3.0414
C -0.2237 -0.8081 -2.0166
N 0.1067 -0.8716 -0.7287
C 0.5553 0.9773 3.8502
C 0.8733 1.4350 5.1136
C 0.0502 2.3934 5.6930
C -1.0495 2.8500 4.9858
C -1.2946 2.3307 3.7230
N -0.5079 1.4108 3.1662
H 3.4527 -1.0792 -1.0697
H 2.8151 -0.9195 -3.4877
H 0.3938 -0.7714 -4.0719
H -1.2801 -0.7144 -2.2399
H 1.7514 1.0517 5.6145
H 0.2727 2.7832 6.6779
H -1.7093 3.6017 5.3961
H -2.1468 2.6629 3.1409
N -3.6502 -0.6543 0.3816
N -4.1246 -1.0836 1.6268
C -3.2872 -1.5672 2.5448
N -3.8082 -2.0729 3.6533
S -1.5847 -1.6062 2.3303
H -4.3301 -0.0154 -0.0104
H -3.5649 -1.4546 -0.2342
H -5.1175 -1.2331 1.7327
H -4.8024 -2.1023 3.8290
H -3.1938 -2.4037 4.3771
C 3.8056 -5.2666 -2.4497
Ge 4.7968 -5.5282 -0.7983
C 6.7164 -5.6398 -0.9618
C 3.9855 -6.9224 0.2928
C 4.5125 -3.7098 0.1739
Se 2.7542 -3.6185 0.8112
C 3.0338 -4.3437 2.5697
H 3.6730 -6.2243 -2.9546
H 4.3379 -4.5989 -3.1282
H 2.8107 -4.8571 -2.2590
H 6.9710 -6.5734 -1.4660
H 7.1928 -5.6412 0.0181
H 7.1104 -4.8127 -1.5513
H 4.0514 -7.8623 -0.2578
H 2.9236 -6.7487 0.4856
H 4.5063 -7.0642 1.2411
H 4.6260 -2.9639 -0.6107
H 5.2071 -3.5382 0.9952
H 3.5830 -5.2743 2.4478
H 2.0619 -4.5164 3.0220
H 3.6081 -3.6012 3.1210
C -0.9256 6.5639 -2.7574
C -0.6756 5.3047 -1.9375
C -1.2504 5.3913 -0.5292
C -1.0412 4.1139 0.3042
Ge -1.3041 2.5146 -0.7837
C -3.0533 2.0602 -1.5235
C -3.5686 3.0455 -2.5794
C -4.9763 2.6974 -3.0543
C -5.5167 3.7114 -4.0539
H -0.5310 6.4657 -3.7680
H -0.4415 7.4253 -2.2937
H -1.9933 6.7799 -2.8282
H 0.3963 5.0861 -1.8928
H -1.1373 4.4577 -2.4712
H -2.3196 5.6085 -0.5906
H -0.7952 6.2349 -0.0067
H -1.7287 4.0841 1.1495
H -0.0227 4.0575 0.6938
H -0.0942 1.9970 -1.5730
H -3.7507 2.0150 -0.6829
H -2.9670 1.0561 -1.9480
H -2.8912 3.0540 -3.4389
H -3.5679 4.0619 -2.1730
H -5.6411 2.6421 -2.1857
H -4.9636 1.7001 -3.5069
H -5.5655 4.7089 -3.6127
H -6.5206 3.4453 -4.3827
H -4.8817 3.7666 -4.9403
```



C4H24AlB4O2S as an isolated structure in a non-equilibrium geometry. Source: the Open Molecules 2025 dataset; level of theory: wB97M-V/def2-TZVPD.

## Properties
2S+1: 2
LUMO energy (alpha / beta): 4.087 / 2.839 eV
<S²>: 0.756
Highest occupied orbital energy (alpha / beta): -2.3 / -2.4 eV
Calculated total energy: -28757.0272 eV
Charge: -2

XYZ file:
```
36
C4H24AlB4O2S, DFT wB97M-V/def2-TZVPD
Al -0.1963 -2.0890 0.8063
B 0.1923 -4.5861 -0.7608
H -0.2070 -4.7144 0.2333
H 0.9861 -3.8556 -0.7846
H 0.4343 -5.5337 -1.2165
H -0.5866 -4.0713 -1.3017
B -2.7329 -0.8307 -0.3104
H -3.7379 -0.4728 -0.4726
H -2.6284 -1.2203 0.6903
H -2.5233 -1.6633 -0.9639
H -1.9873 -0.0740 -0.4991
B -1.0840 -2.8309 3.6502
H -1.2148 -2.6938 4.7124
H -1.6472 -2.0570 3.1520
H -0.0337 -2.6669 3.4648
H -1.3605 -3.8253 3.3359
B 0.4049 -1.1257 -2.2341
H 1.1579 -1.3797 -2.9639
H -0.3469 -0.5064 -2.6985
H -0.0461 -2.0806 -2.0127
H 0.7704 -0.5671 -1.3864
C 0.7513 4.4980 0.2109
C 1.4229 4.0119 -1.1688
C 1.0237 2.5834 -1.3396
S 1.4724 1.8945 0.3516
O 2.9266 1.9266 0.4961
O 0.7670 0.6628 0.6559
C 0.7580 3.2997 1.2390
H -0.2409 4.8901 -0.0126
H 1.3364 5.3347 0.5926
H 2.4603 4.2786 -1.3708
H 1.0907 4.6081 -2.0187
H 1.6761 2.0242 -2.0102
H -0.0360 2.4698 -1.5680
H 1.2557 3.3989 2.2036
H -0.2771 2.9634 1.2994
```